{"formula": "H12Li4O18S3", "method": "ωB97M-V/def2-TZVPD", "elements": ["Li", "Li", "Li", "Li", "S", "O", "O", "O", "O", "S", "O", "O", "O", "O", "S", "O", "O", "O", "O", "O", "H", "H", "O", "H", "H", "O", "H", "H", "O", "H", "H", "O", "H", "H", "O", "H", "H"], "positions_angstrom": [[-0.51617, -3.38585, -0.43483], [-1.29749, 1.85769, 1.53712], [-2.20685, -0.25238, -0.24041], [3.27539, -0.82293, 1.53185], [-3.71624, 2.48569, 1.19722], [-2.72045, 2.99492, 2.15960], [-5.03587, 2.33808, 1.83012], [-3.88557, 3.46423, 0.11922], [-3.11139, 1.23952, 0.75694], [0.55415, -0.32917, -0.06692], [-0.16933, -1.57238, -0.37135], [1.42570, -0.53272, 1.10910], [1.42790, -0.02347, -1.20897], [-0.48668, 0.67659, 0.16816], [-3.06681, -2.84966, 1.36784], [-4.08480, -3.83703, 1.04609], [-1.72539, -3.42659, 1.07840], [-3.27887, -1.59041, 0.57684], [-3.12839, -2.50641, 2.79019], [2.97818, 2.15273, 0.18859], [2.73044, 2.96644, -0.26017], [2.56166, 1.44893, -0.32806], [-0.81213, 3.07124, -0.87807], [-0.54348, 2.15428, -0.75177], [0.00498, 3.53987, -1.07753], [2.10151, 1.38772, -3.60389], [1.32784, 1.18883, -4.14126], [1.92093, 0.95670, -2.75267], [4.13804, -0.97519, -0.23879], [3.60904, -0.67464, -0.99747], [4.78050, -1.58610, -0.61107], [2.25943, -1.93989, -2.84098], [1.75602, -1.39803, -2.17815], [2.54567, -1.30144, -3.50470], [0.15952, -1.38632, 3.31058], [0.43818, -1.25438, 2.38168], [-0.20918, -2.27846, 3.33752]], "mulliken_charge": [0.841, 0.856, 0.862, 0.852, 1.168, -0.980, -0.738, -0.742, -0.737, 1.030, -0.638, -0.827, -0.923, -0.358, 1.170, -0.748, -0.829, -0.780, -0.731, -0.650, 0.296, 0.317, -0.561, 0.396, 0.246, -0.673, 0.325, 0.435, -0.540, 0.351, 0.262, -0.704, 0.357, 0.312, -0.623, 0.398, 0.307], "energy_ev": -70386.2335, "max_force_ev_per_a": 4.7, "lumo_energy_ev": 2.24, "charge": -2, "multiplicity": 1, "orbital_gap_ev": 3.181}



{"formula": "H12LiO6", "method": "ωB97M-V/def2-TZVPD", "elements": ["Li", "O", "H", "H", "O", "H", "H", "O", "H", "H", "O", "H", "H", "O", "H", "H", "O", "H", "H"], "positions_angstrom": [[0.09626, 0.33947, 0.56595], [1.70026, 1.24447, 1.54495], [1.95426, 2.13947, 1.55595], [1.72526, 0.85947, 2.45595], [-1.34574, 1.86947, 0.91995], [-2.05774, 1.32147, 1.28195], [-1.31974, 2.48847, 1.64695], [0.94826, -1.51953, 1.11595], [0.84526, -2.35153, 0.61195], [0.79926, -1.77853, 2.03895], [-0.31574, -2.03053, -2.26705], [-0.74574, -1.68853, -3.07905], [-0.02774, -1.18353, -2.00505], [-1.79374, -0.63753, -0.20605], [-1.66274, -1.36853, -0.77405], [-2.08074, 0.05047, -0.76305], [0.96826, 0.39647, -1.42305], [1.73326, 0.88347, -1.15105], [0.57926, 0.96547, -2.07005]], "mulliken_charge": [0.929, -0.593, 0.280, 0.315, -0.662, 0.363, 0.305, -0.605, 0.312, 0.317, -0.601, 0.356, 0.290, -0.599, 0.302, 0.334, -0.685, 0.312, 0.330], "energy_ev": -12681.4907, "max_force_ev_per_a": 2.8, "lumo_energy_ev": -3.47, "charge": 1, "multiplicity": 1, "orbital_gap_ev": 11.569}



{"formula": "H12MgO6", "method": "ωB97M-V/def2-TZVPD", "elements": ["Mg", "O", "H", "H", "O", "H", "H", "O", "H", "H", "O", "H", "H", "O", "H", "H", "O", "H", "H"], "positions_angstrom": [[0.03658, -0.10664, -0.07245], [1.73384, -0.59268, -0.89150], [2.35372, -0.03524, -1.38872], [2.22637, -1.41282, -0.71753], [0.93870, -0.43716, 1.72122], [1.30646, 0.30639, 2.22523], [0.65485, -1.09226, 2.38091], [-0.68631, 0.38103, -1.86812], [-1.55305, 0.78210, -2.04904], [-0.41680, -0.02066, -2.71199], [-0.81773, -1.89113, 0.02727], [-1.74127, -2.08795, 0.25595], [-0.49119, -2.68777, -0.42512], [0.61596, 1.86543, -0.00453], [0.76910, 2.27799, -0.87085], [0.78094, 2.57300, 0.63805], [-1.66169, 0.48129, 1.05763], [-1.75463, 0.58423, 2.01723], [-2.29384, 1.11284, 0.67635]], "mulliken_charge": [0.883, -0.368, 0.299, 0.318, -0.440, 0.301, 0.338, -0.413, 0.282, 0.318, -0.424, 0.316, 0.298, -0.461, 0.326, 0.296, -0.458, 0.291, 0.300], "energy_ev": -17913.8286, "max_force_ev_per_a": 1.5, "lumo_energy_ev": -7.06, "charge": 2, "multiplicity": 1, "orbital_gap_ev": 13.339}



{"formula": "H12NO4", "method": "ωB97M-V/def2-TZVPD", "elements": ["N", "H", "H", "H", "H", "H", "H", "O", "H", "H", "O", "H", "H", "O", "H", "H", "O"], "positions_angstrom": [[-1.57895, -0.45046, -0.29262], [-0.80010, -0.78871, 0.28921], [-1.25208, -0.75145, -1.21895], [-1.64704, 0.54458, -0.06730], [-2.50554, -0.85616, -0.18078], [3.70314, 1.35077, 0.44033], [4.43743, 1.13692, 1.66664], [3.49836, 1.14124, 1.38850], [0.23755, -1.67642, -3.31677], [-0.82082, -2.61355, -3.15500], [-0.57665, -1.75887, -2.79311], [-2.25380, 2.29178, 2.41773], [-2.32023, 2.63591, 0.82256], [-2.40756, 1.99012, 1.51380], [1.90781, -0.16433, 0.58539], [1.31428, -1.46351, 1.08429], [1.06420, -0.56785, 0.81608]], "mulliken_charge": [-0.347, 0.363, 0.324, 0.318, 0.400, 0.333, 0.332, -0.657, 0.326, 0.320, -0.676, 0.329, 0.331, -0.657, 0.303, 0.328, -0.671], "energy_ev": -9868.9791, "max_force_ev_per_a": 2.3, "lumo_energy_ev": -3.04, "charge": 1, "multiplicity": 1, "orbital_gap_ev": 11.730}



{"formula": "H12O6", "method": "ωB97M-V/def2-TZVPD", "elements": ["O", "H", "H", "O", "H", "H", "O", "H", "H", "O", "H", "H", "O", "H", "H", "O", "H", "H"], "positions_angstrom": [[1.20285, -2.77912, 2.47171], [1.46914, -3.56880, 1.98887], [0.29405, -3.00018, 2.78054], [-3.86388, 9.55486, -2.26157], [-3.21707, 9.56316, -2.97787], [-3.28041, 9.70642, -1.50803], [-0.74224, -4.30036, 4.06175], [-0.76808, -5.19554, 4.42488], [-0.90555, -3.59070, 4.69603], [-0.79877, -1.12867, -4.38081], [0.12452, -0.91105, -4.19999], [-0.82695, -1.90511, -4.94198], [0.85455, 1.09464, -3.75745], [0.34821, 1.05221, -4.57753], [0.14428, 0.88098, -3.12327], [3.46838, -1.46559, 3.74961], [2.59989, -1.76808, 3.42782], [3.89708, -2.23907, 4.12728]], "lowdin_spin": [0.148, 0.041, 0.044, 0.000, 0.000, 0.000, 0.386, 0.129, 0.124, 0.015, 0.002, 0.003, 0.009, 0.002, 0.002, 0.073, 0.012, 0.010], "energy_ev": -12478.6682, "max_force_ev_per_a": 1.9, "lumo_energy_ev": [2.06, 2.06], "charge": -1, "multiplicity": 2, "orbital_gap_ev": [1.184, 8.944]}



{"formula": "H12O6", "method": "ωB97M-V/def2-TZVPD", "elements": ["O", "H", "H", "O", "H", "H", "O", "H", "H", "O", "H", "H", "O", "H", "H", "O", "H", "H"], "positions_angstrom": [[0.69579, 0.34500, 1.89166], [0.69076, 1.30891, 1.83264], [1.03362, 0.13186, 2.77477], [2.97832, 0.32531, 3.63874], [2.84186, 0.18006, 4.58584], [3.93337, 0.15590, 3.60174], [1.16289, -0.74595, -0.63029], [1.09495, -0.13975, 0.12224], [1.90988, -0.69014, -1.22365], [-1.98873, -0.37261, 0.36638], [-1.23499, -0.37753, 0.98713], [-2.29120, 0.54125, 0.36982], [-1.19906, -1.35116, -2.24084], [-0.57819, -0.98867, -1.60232], [-1.60868, -2.19010, -2.01394], [-1.93845, 1.75337, -3.33316], [-1.20042, 1.14016, -3.40531], [-2.60716, 1.49619, -3.97008]], "mulliken_charge": [-0.697, 0.315, 0.304, -0.614, 0.313, 0.302, -0.668, 0.382, 0.307, -0.596, 0.326, 0.292, -0.614, 0.390, 0.270, -0.634, 0.311, 0.309], "energy_ev": -12479.6265, "max_force_ev_per_a": 1.7, "lumo_energy_ev": 0.12, "charge": 0, "multiplicity": 1, "smiles": "O.O.O.O.O.O", "orbital_gap_ev": 10.033}



{"formula": "H12O6", "method": "ωB97M-V/def2-TZVPD", "elements": ["O", "H", "H", "O", "H", "H", "O", "H", "H", "O", "H", "H", "O", "H", "H", "O", "H", "H"], "positions_angstrom": [[0.80489, 0.57998, -1.73246], [1.34244, 0.92026, -0.92691], [1.14166, 1.10626, -2.53169], [-1.78829, -0.74309, 1.12923], [-1.73756, 0.14963, 0.64467], [-1.31205, -1.33761, 0.51226], [1.52891, 1.33941, 0.74622], [0.67746, 1.85656, 0.87092], [1.27599, 0.56656, 1.31229], [0.77972, -0.92681, 2.06397], [1.04007, -1.43149, 1.25289], [-0.20245, -0.91324, 2.05062], [-1.32442, 1.67909, -0.32628], [-2.10749, 2.09074, -0.71329], [-0.83809, 1.23654, -1.05768], [0.11254, -1.95191, -0.74754], [0.52558, -1.32097, -1.44929], [0.08110, -2.89990, -1.09791]], "mulliken_charge": [-0.763, 0.467, 0.278, -0.805, 0.439, 0.375, -0.795, 0.327, 0.472, -0.806, 0.361, 0.449, -0.676, 0.299, 0.390, -0.665, 0.357, 0.295], "energy_ev": -12480.6428, "max_force_ev_per_a": 2.4, "lumo_energy_ev": 0.25, "charge": 0, "multiplicity": 1, "smiles": "O.O.O.O.O.O", "orbital_gap_ev": 11.041}



{"formula": "H12O6", "method": "ωB97M-V/def2-TZVPD", "elements": ["O", "H", "H", "O", "H", "H", "O", "H", "H", "O", "H", "H", "O", "H", "H", "O", "H", "H"], "positions_angstrom": [[-11.12279, -28.64590, 4.60500], [-10.66749, -27.86164, 4.28428], [-10.69927, -28.90068, 5.40442], [-11.31938, -30.44952, -0.06266], [-10.61170, -30.63832, -0.65664], [-11.82327, -29.82673, -0.50693], [-11.29996, -27.34123, 0.92883], [-12.05202, -27.82436, 0.69977], [-10.53749, -27.66805, 0.43502], [-10.11527, -29.85400, 2.34304], [-10.75576, -29.42055, 2.91259], [-10.61263, -29.97634, 1.53806], [-8.32000, -27.88838, 2.08237], [-7.91403, -28.22138, 2.91761], [-9.14466, -28.40157, 1.98698], [-8.05113, -31.59627, 2.91203], [-7.34745, -30.98503, 3.04968], [-8.84738, -31.09126, 2.94578]], "mulliken_charge": [-0.694, 0.336, 0.314, -0.649, 0.321, 0.283, -0.598, 0.279, 0.317, -0.681, 0.404, 0.349, -0.668, 0.283, 0.379, -0.628, 0.287, 0.365], "energy_ev": -12479.7078, "max_force_ev_per_a": 2.9, "lumo_energy_ev": 0.07, "charge": 0, "multiplicity": 1, "smiles": "O.O.O.O.O.O", "orbital_gap_ev": 10.829}



Which formula does entry 1 have? H12Li4O18S3



What is the multiplicity in the second record? 1



Copy entry 6 word for word.
{"formula": "H12O6", "method": "ωB97M-V/def2-TZVPD", "elements": ["O", "H", "H", "O", "H", "H", "O", "H", "H", "O", "H", "H", "O", "H", "H", "O", "H", "H"], "positions_angstrom": [[0.69579, 0.34500, 1.89166], [0.69076, 1.30891, 1.83264], [1.03362, 0.13186, 2.77477], [2.97832, 0.32531, 3.63874], [2.84186, 0.18006, 4.58584], [3.93337, 0.15590, 3.60174], [1.16289, -0.74595, -0.63029], [1.09495, -0.13975, 0.12224], [1.90988, -0.69014, -1.22365], [-1.98873, -0.37261, 0.36638], [-1.23499, -0.37753, 0.98713], [-2.29120, 0.54125, 0.36982], [-1.19906, -1.35116, -2.24084], [-0.57819, -0.98867, -1.60232], [-1.60868, -2.19010, -2.01394], [-1.93845, 1.75337, -3.33316], [-1.20042, 1.14016, -3.40531], [-2.60716, 1.49619, -3.97008]], "mulliken_charge": [-0.697, 0.315, 0.304, -0.614, 0.313, 0.302, -0.668, 0.382, 0.307, -0.596, 0.326, 0.292, -0.614, 0.390, 0.270, -0.634, 0.311, 0.309], "energy_ev": -12479.6265, "max_force_ev_per_a": 1.7, "lumo_energy_ev": 0.12, "charge": 0, "multiplicity": 1, "smiles": "O.O.O.O.O.O", "orbital_gap_ev": 10.033}